Below is 5 unconnected molecules or ions with the total composition C18H50N4O5 at a distorted geometry, with properties calculated with ωB97M-V/def2-TZVPD.

XYZ file:
```
77
Properties=species:S:1:pos:R:3:forces:R:3
C -1.464587 -14.269806 26.348731 -0.203 1.701 -0.457
O -0.859980 -13.758958 25.176338 0.589 -1.187 -0.670
C -0.681437 -12.363634 25.208171 -0.807 -0.477 -0.042
C -0.371612 -11.926254 23.778568 1.141 -2.031 -0.736
C 0.917123 -12.558609 23.222208 0.068 -1.078 0.973
N -0.275557 -10.551078 23.521866 -1.152 2.540 0.247
H -0.932778 -13.821025 27.187698 0.509 -1.095 0.595
H -1.606326 -15.344057 26.230445 0.461 0.193 0.521
H -2.430349 -13.779333 26.470537 -0.640 -0.285 -0.140
H -1.636580 -12.045464 25.625996 -0.145 1.209 -0.333
H 0.086147 -12.099062 25.935442 0.435 0.194 0.018
H -1.118893 -12.359888 23.114024 -0.656 0.229 0.308
H 0.929868 -13.647969 23.257240 -0.365 -0.034 -0.140
H 1.751120 -12.308693 23.878027 0.319 0.549 -0.234
H 1.032086 -12.229643 22.189416 0.309 -0.014 0.132
H 0.469011 -10.050487 23.985685 0.159 -0.298 0.143
H -0.194271 -10.371801 22.531234 0.004 -0.020 0.072
C 3.712670 -19.695858 19.931189 0.822 0.793 0.207
O 2.898012 -19.090963 20.948991 0.421 -1.471 0.425
C 2.419917 -17.772989 20.755241 0.213 -0.401 -1.976
C 1.451280 -17.325781 21.820402 -0.403 1.027 0.496
C 0.950124 -15.856435 21.680759 0.514 0.001 -0.294
N 1.920328 -17.644601 23.201622 -0.295 -0.464 -1.122
H 3.345847 -19.907860 18.926896 -1.303 0.284 0.111
H 4.127326 -20.649385 20.258226 -0.357 0.132 0.613
H 4.574611 -19.067541 19.706778 0.258 0.323 0.281
H 3.257596 -17.097444 20.581934 0.197 0.282 0.120
H 1.849130 -17.899015 19.835226 -0.154 0.934 -0.457
H 0.546916 -17.876226 21.561074 -0.083 -0.578 0.810
H 1.679687 -15.074475 21.891436 0.304 -0.294 0.457
H 0.070779 -15.679036 22.299926 0.194 -0.160 0.314
H 0.630366 -15.558529 20.682208 -0.056 -0.618 -0.378
H 2.730718 -17.108106 23.476453 -0.061 0.995 -0.162
H 2.396247 -18.516729 23.019960 -0.217 -0.878 0.487
C -4.696816 -15.507018 29.309218 0.414 0.149 -0.370
O -4.531597 -14.355518 28.411799 -0.727 -1.757 1.681
C -5.439368 -13.330857 28.834267 1.131 0.487 -0.876
C -5.540743 -12.345737 27.675151 -1.736 1.087 0.615
C -5.741295 -10.887392 28.171297 1.081 -0.071 -1.227
N -6.697071 -12.649732 26.813574 0.392 -1.118 -0.286
H -4.575808 -15.275215 30.367387 -0.042 0.633 0.047
H -3.963550 -16.297063 29.147148 0.297 0.395 -0.649
H -5.661750 -16.004124 29.209736 -0.321 0.337 -0.290
H -6.404800 -13.753835 29.111975 -0.224 0.061 -0.089
H -5.031111 -12.785631 29.685247 0.112 -0.203 0.345
H -4.667764 -12.411825 27.025820 0.509 0.094 0.618
H -6.249727 -10.302528 27.404793 -0.102 -0.214 -0.178
H -4.718944 -10.510319 28.144553 -0.037 0.621 0.920
H -6.301685 -10.687620 29.084613 0.354 -0.505 0.204
H -6.766149 -13.655595 26.873248 -0.629 -0.547 0.097
H -6.299573 -12.601746 25.886318 -0.431 0.531 -0.614
C 2.589738 -8.060033 20.746861 1.020 -1.268 -0.410
O 2.294319 -9.298831 20.100201 -1.207 -0.053 -0.740
C 0.938428 -9.549210 19.666786 -0.218 -0.336 0.046
C 0.914363 -10.857735 18.828034 0.280 0.403 0.404
C -0.449858 -11.421183 18.314753 0.725 0.979 0.062
N 1.565619 -11.827725 19.689751 -0.500 -0.442 0.494
H 2.327028 -7.175312 20.166899 -0.475 -0.034 0.133
H 3.677157 -8.134737 20.741305 0.113 0.531 0.280
H 2.279798 -8.070576 21.791817 -0.459 0.322 -0.073
H 0.298397 -9.719280 20.532547 -0.098 0.083 0.313
H 0.517127 -8.708482 19.115613 0.189 0.163 -0.179
H 1.589926 -10.669211 17.993663 -0.285 0.230 -0.603
H -1.035057 -10.703847 17.739362 0.261 0.278 -0.151
H -1.131826 -11.752604 19.097805 0.427 -0.265 0.206
H -0.185679 -12.221886 17.623961 -0.275 -0.250 0.192
H 1.905544 -12.633251 19.184104 0.143 0.048 0.022
H 2.311897 -11.344533 20.169002 0.350 -0.366 -0.044
C -3.988499 -15.754297 24.575614 0.471 0.766 -0.716
C -3.382297 -17.147884 24.515795 -0.514 -0.343 -0.282
O -2.952729 -17.615282 23.225329 -0.426 0.291 0.634
H -4.641602 -15.647560 25.441737 0.420 0.195 0.265
H -4.554734 -15.357306 23.733071 -0.447 -1.018 -0.412
H -3.169936 -15.035806 24.532967 0.067 0.218 0.782
H -4.113289 -17.862409 24.894237 -0.019 -0.221 -0.367
H -2.562427 -17.192901 25.232646 0.266 0.023 -0.011
H -2.292495 -17.004447 22.889818 0.129 0.090 0.016
```
Forces are in eV/Å.

Properties
F_max: 2.8 eV/Å
structure (SMILES): COC[C@H](C)N.COC[C@H](C)N.COC[C@H](C)N.COC[C@H](C)N.CCO
multiplicity: 1
gap between HOMO and LUMO: 9.50 eV
total energy: -35669.8754 eV
LUMO energy: 0.77 eV
relative energy (zero: lowest compared OMol25 entry of this formula, charge and spin): 59.5 kcal/mol

In the Mulliken picture, each atom carries the following charge in e: C -0.43; O -0.21; C -0.71; C 0.51; C -0.80; N -0.66; H 0.42; H 0.07; H 0.01; H 0.34; H 0.31; H 0.16; H -0.04; H 0.37; H 0.14; H 0.29; H 0.19; C -0.83; O -0.32; C -0.96; C 0.69; C -1.34; N -0.72; H 0.31; H 0.28; H 0.33; H 0.43; H 0.36; H 0.11; H 0.37; H 0.17; H 0.52; H 0.25; H 0.39; C -0.94; O -0.17; C -1.07; C 1.33; C -1.56; N -0.85; H 0.36; H 0.28; H 0.35; H 0.49; H 0.39; H -0.34; H 0.40; H 0.37; H 0.34; H 0.28; H 0.31; C -0.73; O -0.32; C -0.52; C 0.42; C -1.38; N -0.47; H 0.30; H 0.26; H 0.25; H -0.02; H 0.52; H 0.29; H 0.38; H 0.27; H 0.35; H 0.21; H 0.26; C -0.35; C -0.30; O -0.53; H 0.21; H 0.38; H -0.24; H 0.35; H 0.21; H 0.26